The following is a DFT calculation (ωB97M-V/def2-TZVPD) of the molecule C3H3NO3.

For the LUMO energy, the calculation gives -0.593 eV. As for the SMILES: O=CNC(=O)C=O.

```
10
Properties=species:S:1:pos:R:3:forces:R:3
O -1.4684 -2.1214 -0.5989 0.53 0.27 0.21
C -0.4155 -1.8329 -0.1140 -0.42 -0.29 -0.24
N -0.1243 -0.5442 0.4280 -0.04 0.08 -0.03
C -0.0819 0.5435 -0.4246 -0.15 -0.06 -0.63
O -0.3735 0.4974 -1.5926 0.04 0.03 0.50
C 0.4311 1.8407 0.2156 0.10 0.53 -0.23
O 0.5754 2.8325 -0.4425 -0.07 -0.51 0.45
H 0.4376 -2.5279 -0.0920 -0.04 -0.07 0.24
H 0.3476 -0.4981 1.3228 0.08 0.01 -0.24
H 0.6717 1.8105 1.2982 -0.03 0.00 -0.03
```
Positions in Å, forces in eV/Å.

---

The following is a DFT calculation (ωB97M-V/def2-TZVPD) of the molecule C5H7NO.

For the LUMO energy, the calculation gives 0.985 eV. As for the SMILES: [H]/N=C\OC=C1CC1.

```
14
Properties=species:S:1:pos:R:3:forces:R:3
H 2.0464 0.5906 0.5089 0.01 0.04 -0.05
N 2.2586 0.8695 -0.4504 -0.15 -0.40 -0.19
C 1.8153 0.0256 -1.2730 0.24 0.29 0.05
O 1.1562 -1.1508 -1.0359 -0.02 0.10 -0.07
C 0.2399 -1.2416 -0.0061 -0.23 0.11 0.25
C -0.4127 -0.2184 0.5071 0.15 -0.12 -0.14
C -0.6458 1.2264 0.4661 0.07 0.17 -0.11
C -1.4795 0.3175 1.3597 -0.16 -0.10 0.16
H 1.9578 0.1538 -2.3444 0.09 -0.04 0.09
H 0.0856 -2.2802 0.2691 -0.03 0.20 0.02
H -1.0965 1.6521 -0.4278 0.00 -0.07 0.15
H 0.0847 1.8802 0.9416 -0.14 -0.13 -0.07
H -1.3181 0.3896 2.4327 0.00 -0.03 -0.16
H -2.5103 0.1264 1.0691 0.16 -0.01 0.06
```
Positions in Å, forces in eV/Å.

---

The following is a DFT calculation (ωB97M-V/def2-TZVPD) of a structure of composition C36H34CeFN2Si in a non-equilibrium geometry.

Its charge is +1. For the LUMO energy (spin up / spin down), the calculation gives -4.007 / -3.982 eV.

```
75
Properties=species:S:1:pos:R:3:forces:R:3
Ce 0.1798 -0.4245 -0.5774 0.36 1.45 0.64
C 1.3090 3.0181 -3.7529 0.83 0.08 0.34
Si 0.4565 1.4548 -3.3459 0.11 -0.75 0.89
C -0.3424 0.8161 -4.8521 -0.48 -1.40 -0.75
C 1.8479 0.2417 -2.9365 1.73 0.27 -1.55
N -0.5193 1.3200 -1.9179 -0.18 -0.45 0.01
C -1.7242 1.9929 -1.7318 0.69 0.92 1.39
C -2.3515 2.8824 -2.6192 0.28 -1.30 -1.09
C -3.5441 3.4553 -2.2895 -2.12 0.62 1.71
C -4.0532 3.3823 -0.9648 0.85 0.32 -0.72
C -3.3399 2.6798 -0.0068 -1.65 -0.18 1.10
C -2.2645 1.9893 -0.4393 0.86 -1.07 0.11
F -1.6340 1.1391 0.5169 0.24 0.26 -0.88
H 1.3965 3.0619 -4.8618 0.33 0.29 0.88
H 2.2617 3.1106 -3.1730 -0.47 -0.14 -0.92
H 0.7174 3.8201 -3.3712 -0.57 0.93 -0.12
H -0.5237 -0.2744 -4.6719 0.00 0.67 -0.21
H 0.4176 0.8605 -5.6591 -0.64 0.10 0.13
H -1.3163 1.2427 -5.1580 0.68 -0.04 0.02
H 2.4871 0.4523 -2.0640 -0.09 0.18 -0.08
H 2.5469 0.4958 -3.8514 -1.06 -0.70 1.70
H 1.7134 -0.8419 -2.9937 -0.16 -0.11 -0.13
H -1.9962 2.9336 -3.6526 -0.01 0.10 0.35
H -4.2432 3.9310 -2.9767 0.78 0.15 -0.28
H -4.9315 3.9297 -0.6582 -0.18 -0.09 -0.24
H -3.7429 2.5422 1.0308 0.67 0.26 -1.08
N 1.5691 -0.1381 1.0781 -1.03 -0.17 -1.29
C 2.0290 0.1862 2.2108 -0.05 0.03 0.45
C 2.7974 1.4368 2.4057 0.34 0.54 -0.18
C 3.3107 2.1993 1.3351 -0.19 -2.16 -0.20
C 3.9472 3.3728 1.5647 1.28 1.51 -0.48
C 4.0746 3.9011 2.8502 0.10 0.64 0.64
C 3.5484 3.1863 3.9325 0.75 0.87 -1.05
C 2.9721 1.9558 3.6716 -1.56 0.06 2.04
C 1.7741 -0.7192 3.3813 0.04 -1.85 0.97
C 2.8651 -1.3358 4.0452 -1.29 1.78 -1.01
C 2.6810 -2.2237 5.0831 1.08 -0.36 1.21
C 1.4468 -2.6543 5.5103 -1.15 1.57 -0.95
C 0.3380 -2.0903 4.7996 0.13 -1.96 0.49
C 0.4930 -1.1957 3.7550 0.35 0.85 -0.28
H 3.3338 1.7092 0.3596 -0.23 0.46 0.07
H 4.4569 3.9076 0.7404 -0.56 -0.38 0.46
H 4.5787 4.8917 2.9968 -0.55 -1.12 -0.12
H 3.5896 3.6177 4.9293 -0.04 -0.30 -0.13
H 2.4338 1.5309 4.5437 0.62 -0.28 -0.72
H 3.7975 -0.9220 3.7280 0.93 -0.34 0.28
H 3.5269 -2.5266 5.7036 0.08 -0.03 -0.54
H 1.3643 -3.2510 6.4253 -0.24 0.04 -0.68
H -0.6407 -2.5630 4.9671 0.24 0.75 0.17
H -0.3959 -0.7798 3.2727 0.23 -0.22 0.02
C 2.7106 -3.7494 -1.9906 -0.18 -0.50 1.09
C 1.8288 -3.7140 -3.0668 -1.09 0.01 -0.55
C 0.5085 -3.3044 -2.8669 1.01 -0.37 1.02
C 0.0291 -2.9702 -1.5743 1.72 -0.13 0.94
C 0.8665 -3.1492 -0.4094 2.22 -0.70 -2.80
C 2.2583 -3.5017 -0.6777 -0.90 1.02 0.65
C -1.2788 -2.4102 -1.4377 -2.12 0.12 0.35
C -1.7577 -1.8313 -0.2900 0.87 -0.90 0.87
C -3.1206 -1.7729 0.2541 -0.48 0.81 -1.63
C -4.1801 -1.8041 -0.6991 0.99 -0.02 0.12
C -5.4322 -1.3738 -0.3640 -0.65 -0.12 0.71
C -5.7310 -1.0922 0.9856 0.83 -0.07 -0.83
C -4.7443 -1.1625 1.9506 0.59 0.10 0.15
C -3.4283 -1.4403 1.5783 0.73 -0.74 0.17
H 3.7052 -4.1673 -2.1235 -0.01 0.43 -0.02
H 2.0966 -4.0286 -4.0942 0.15 0.23 0.88
H -0.2036 -3.3635 -3.6587 -0.31 0.29 -0.57
H 0.4862 -3.1167 0.5920 -0.15 0.19 0.33
H 2.9887 -3.4738 0.1794 -0.93 -0.44 -1.02
H -1.8672 -2.5549 -2.3290 -0.65 -0.34 -0.20
H -3.9642 -2.1344 -1.7172 -0.05 0.30 0.24
H -6.1859 -1.2863 -1.1385 -0.10 -0.10 0.20
H -6.7117 -0.8129 1.2650 -0.89 0.26 0.18
H -4.9480 -0.9207 2.9926 -0.12 -0.19 -0.24
H -2.6232 -1.5718 2.3280 -0.57 0.56 -0.43
```
Positions in Å, forces in eV/Å.

---

The following is a DFT calculation (ωB97M-V/def2-TZVPD) of a structure of composition C2H3I3O2 in a non-equilibrium geometry.

For the LUMO energy, the calculation gives -0.606 eV.

```
10
Properties=species:S:1:pos:R:3:forces:R:3
C -1.3531 0.6274 -1.2039 3.35 -0.92 3.11
C 1.8595 -0.8287 0.4484 2.95 -2.96 -2.13
O 2.2762 -1.9496 0.2308 -0.76 2.45 0.76
O 0.7171 -0.5647 0.9551 -1.96 0.64 1.18
I -2.5846 -0.7799 0.0434 -0.65 0.16 -0.24
I -1.1095 2.4639 -0.0997 -0.19 -0.06 -0.08
I 2.9520 0.9249 -0.1805 0.01 -0.19 0.13
H -2.0168 0.7967 -1.9294 -3.02 1.00 -3.04
H -1.2558 -1.0734 0.8602 0.37 -0.37 0.28
H 0.5148 0.3834 0.8755 -0.11 0.24 0.04
```
Positions in Å, forces in eV/Å.

---

The following is a DFT calculation (ωB97M-V/def2-TZVPD) of a structure of composition C3H5BrS in a non-equilibrium geometry.

For the LUMO energy (spin up / spin down), the calculation gives -0.495 / -0.710 eV.

```
10
Properties=species:S:1:pos:R:3:forces:R:3
C 1.4938 1.5587 1.2550 -1.80 -3.07 -0.04
C -0.3915 -0.1184 -1.0615 0.85 0.71 2.20
C -0.9133 -1.3602 -0.3929 2.91 1.55 2.66
S 0.5618 1.2772 -0.1918 0.31 0.62 -0.84
Br -1.6098 0.6796 -2.2067 -0.40 0.43 -0.61
H 2.5162 1.8666 1.0339 -0.30 0.14 0.19
H 1.2558 0.8890 2.1551 0.68 1.24 -1.26
H -1.3860 -1.9729 -1.1020 -0.48 -1.08 -0.73
H -1.6191 -1.0382 0.4307 0.65 -0.68 -0.81
H 0.0921 -1.7815 0.0802 -2.42 0.15 -0.76
```
Positions in Å, forces in eV/Å.

---

The following is a DFT calculation (ωB97M-V/def2-TZVPD) of a structure of composition C2H4Li2O2 in a non-equilibrium geometry.

As for the spin multiplicity: 2. Its charge is +1. For the LUMO energy (spin up / spin down), the calculation gives -4.156 / -4.397 eV.

```
10
Properties=species:S:1:pos:R:3:forces:R:3
O -0.6481 -1.4734 -2.1961 0.78 0.48 0.18
C -0.6180 0.0502 0.8636 0.26 -0.16 0.98
C 0.6011 0.8545 0.7750 -0.20 1.11 -0.13
O 0.3154 -0.0242 -0.3154 -0.89 -0.96 0.49
Li -0.2275 0.3507 -2.2101 -0.48 -0.52 -0.20
Li 0.8428 -1.7749 -1.0954 -0.55 -0.31 -0.30
H -0.6038 -0.6710 1.6846 0.59 -0.78 -0.89
H -1.6735 0.2749 0.7058 0.58 0.86 -0.69
H 1.4903 0.5100 1.3072 -0.39 0.49 0.22
H 0.5213 1.9031 0.4809 0.30 -0.23 0.34
```
Positions in Å, forces in eV/Å.

---

What are the energy relative to the best compared isomer or geometry (same formula, charge and spin) values for these records? In order: 35.9, 63.9, 0.0, 80.5, 90.2, 9.7 kcal/mol.